[1]
One molecule with the formula C2H5NO at a distorted geometry, computed with ωB97M-V/def2-TZVPD.

Results
- HOMO energy: -8.29 eV
- E_LUMO: 0.6 eV
- Total charge: 0
- Relative energy (zero: lowest compared OMol25 entry of this formula, charge and spin): 519.1 kJ/mol
- Electronic energy: -209.0246 Ha

```
9
Properties=species:S:1:pos:R:3:nbo_charge:R:1
C -1.34 0.72 0.83 -0.10
C 0.77 -0.33 0.14 -0.45
N -0.57 0.11 0.10 -0.12
O -1.01 -0.09 -1.25 -0.57
H -0.27 0.13 -1.86 0.45
H -1.08 0.76 1.88 0.14
H 1.25 0.21 -0.60 0.19
H 1.40 -0.06 1.08 0.24
H 0.84 -1.44 -0.33 0.22
```



[2]
C5H7NO as an isolated structure at a distorted geometry, computed with ωB97M-V/def2-TZVPD.

Results
- HOMO energy: -7.68 eV
- E_LUMO: 0.3 eV
- Total charge: 0
- Relative energy (zero: lowest compared OMol25 entry of this formula, charge and spin): 341.6 kJ/mol
- Electronic energy: -324.5944 Ha

```
14
Properties=species:S:1:pos:R:3:nbo_charge:R:1
C -0.77 0.05 1.84 -0.60
C 0.01 0.28 0.59 -0.34
C -0.62 0.31 -0.78 -0.51
C 0.10 -0.46 -1.85 0.48
O 1.14 -1.09 -1.67 -0.54
C 1.33 0.42 0.56 0.35
N 2.47 0.31 0.15 -0.59
H -0.10 0.10 2.70 0.23
H -1.28 -0.92 1.86 0.20
H -1.52 0.84 1.96 0.20
H 1.89 -0.66 -0.54 0.47
H -1.65 -0.09 -0.73 0.26
H -0.72 1.31 -1.21 0.24
H -0.28 -0.40 -2.89 0.14
```